1.
This record from the Open Molecules 2025 dataset describes a 2-piece molecular cluster, C3H9O2 overall at a distorted geometry. The level of theory is ωB97M-V with the def2-TZVPD basis set.

Geometry as ORCA input:
```
! RIJCOSX wB97M-V def2-TZVPD def2/J DEFGRID3
* xyz -1 1
C 0.394 0.312 2.676
O 1.161 -0.631 2.028
H 0.978 0.799 3.442
H -0.004 1.177 2.096
H -0.528 -0.113 3.112
C -0.127 -0.631 -1.219
O 0.484 0.027 -0.228
C -0.653 0.318 -2.355
H 0.610 -1.269 -1.931
H -0.896 -1.233 -0.686
H 0.847 -0.490 0.934
H -1.589 0.843 -2.156
H -0.028 1.200 -2.465
H -0.649 -0.308 -3.247
*
```

2.
This record from the Open Molecules 2025 dataset describes a 2-piece molecular cluster, C3H9O2 overall at a distorted geometry. The level of theory is ωB97M-V with the def2-TZVPD basis set.

Geometry as ORCA input:
```
! RIJCOSX wB97M-V def2-TZVPD def2/J DEFGRID3
* xyz -1 1
C -0.751 -0.114 -0.247
O -1.805 0.746 -0.472
C 0.145 0.648 0.821
C 0.734 1.876 0.099
H -0.083 -0.212 -1.121
H -1.006 -1.052 0.306
H 0.981 0.070 1.246
H -0.489 0.921 1.664
H 0.712 2.796 0.697
H 0.068 2.008 -0.755
H 1.722 1.659 -0.319
H 0.400 -2.515 0.207
H 1.236 -2.208 -0.954
O 1.219 -2.823 -0.209
*
```

Number 1: E -7351.004 eV. Number 2: E -7351.186 eV.